No. 1
Density functional theory data (the ωB97M-V functional and the def2-TZVPD basis) for an isolated molecule of C7H8 at a distorted geometry.

As for the total energy: -7383.2021 eV. As for the SMILES: C=C=C=C1C[C@@H]1C. As for the LUMO energy: 0.01895 Eh. Its relative energy (zero: lowest compared OMol25 entry of this formula, charge and spin) is 5.545 eV. The molecular weight is 92.14 g/mol. The calculation puts the orbital gap at 9.195 eV.

The geometry in XYZ format:
```
15
Properties=species:S:1:pos:R:3:forces:R:3
C 0.074144 -0.910519 0.030132 0.957 -1.897 1.120
C -1.226361 -0.963427 0.195113 1.763 1.146 -1.125
C -2.211736 -0.183445 -0.071212 -2.036 -0.765 1.085
C -3.376641 0.406936 -0.093782 0.927 2.361 -0.222
C 1.452363 -1.565392 0.014686 -0.710 -0.606 0.449
C 1.184241 -0.125229 -0.473782 0.129 -0.131 4.341
C 1.627745 1.131221 0.269327 0.432 2.135 0.616
H -3.316333 1.475577 -0.389272 -0.138 -0.675 -0.239
H -4.294533 0.220295 0.413524 -0.393 -1.026 0.110
H 2.081298 -1.737930 0.962342 -1.233 0.235 -1.616
H 1.462765 -2.364582 -0.803035 0.502 1.178 1.334
H 1.176662 -0.073837 -1.459643 0.216 0.715 -4.462
H 2.281162 1.104727 1.178118 -0.648 -1.072 -0.556
H 0.798860 1.851191 0.619717 0.812 -1.334 -0.895
H 2.286364 1.734413 -0.392237 -0.578 -0.263 0.062
```
Forces are in eV/Å.

No. 2
Density functional theory data (the ωB97M-V functional and the def2-TZVPD basis) for an isolated molecule of C7H8.

As for the total energy: -7384.9640 eV. As for the SMILES: C#CC[C@H](C)C#C. As for the LUMO energy: 0.03798 Eh. Its relative energy (zero: lowest compared OMol25 entry of this formula, charge and spin) is 3.783 eV. The molecular weight is 92.14 g/mol. The calculation puts the orbital gap at 10.951 eV.

The geometry in XYZ format:
```
15
Properties=species:S:1:pos:R:3:forces:R:3
C -0.272674 -1.628890 -0.361881 0.017 -0.079 -0.037
C -0.260027 -0.242852 0.293157 -0.011 -0.032 0.070
C 0.342391 0.831482 -0.658845 -0.024 0.072 -0.035
C 1.757651 1.064913 -0.359544 0.474 0.066 0.148
C 2.899824 1.245598 -0.022814 -0.433 -0.078 -0.149
C -1.602211 0.130745 0.758374 -0.443 0.126 0.179
C -2.692905 0.425322 1.175952 0.392 -0.111 -0.178
H -0.925040 -1.629405 -1.242131 0.098 0.010 0.133
H 0.738480 -1.908380 -0.676276 -0.127 0.057 0.049
H -0.643237 -2.384464 0.336749 0.064 0.105 -0.101
H 0.383702 -0.286513 1.179894 -0.117 0.018 -0.102
H 0.223833 0.509416 -1.701027 0.017 0.045 0.169
H -0.202784 1.775876 -0.560319 0.097 -0.130 0.040
H 3.909194 1.414524 0.281155 -0.163 -0.033 -0.094
H -3.656202 0.682632 1.557560 0.160 -0.036 -0.093
```
Forces are in eV/Å.